# 1
A cluster of 2 separate species, C6H8ClNO in total at a distorted geometry, computed with the ωB97M-V functional and the def2-TZVPD basis.

Computed properties:
**Charge**: 0
**LUMO energy (spin up / spin down)**: -1.569 / -1.570 eV
**Relative energy (zero: lowest compared OMol25 entry of this formula, charge and spin)**: 492.26 kJ/mol
**Spin multiplicity**: 1

The geometry in XYZ format:
```
17
Properties=species:S:1:pos:R:3:forces:R:3:mulliken_charge:R:1
C -2.3132 0.1097 -0.2568 -1.6989 0.8444 -0.1718 -0.80
C -1.1964 0.8206 -0.4331 -0.7255 -1.2483 1.1136 -0.23
C 1.5443 -1.2932 -1.2729 1.6778 -1.9715 -2.3781 0.24
C 0.7247 2.1463 0.2620 0.1668 -1.6454 0.8963 -0.77
C -0.4790 1.5958 0.5401 1.5605 2.4989 0.9204 -0.05
C 0.8066 -1.4576 -0.1576 -1.2907 0.7992 1.5753 0.22
N 0.4439 -1.8053 0.9420 1.9096 0.3968 -0.9126 -0.21
O 1.9506 -0.5092 -2.1038 -0.5139 1.1584 0.7507 -0.50
Cl 1.7387 -1.9374 2.4966 -0.6746 -0.0389 -0.4237 -0.24
H -2.8813 -0.3792 -1.1009 1.0791 0.2891 1.0776 0.27
H -2.8948 0.2780 0.6775 0.4426 -0.3743 -0.6887 0.27
H -0.6068 0.6727 -1.2871 0.4708 0.0044 -1.6011 0.45
H 1.7374 -2.3851 -1.5255 0.0169 0.0960 0.3574 0.22
H 1.3446 1.7833 -0.5526 -0.1538 0.4892 -0.3945 0.30
H 1.2353 2.6283 1.1014 -0.0881 0.2457 -0.5987 0.27
H -0.7583 2.0076 1.5295 -1.1339 -1.0454 -0.6269 0.27
H -0.3965 -2.2751 1.1412 -1.0446 -0.4983 1.1048 0.29
```
Forces are in eV/Å.

***

# 2
A structure of composition C26H18Br2N5OTi at a distorted geometry, computed with the ωB97M-V functional and the def2-TZVPD basis.

Computed properties:
**Charge**: 0
**LUMO energy (spin up / spin down)**: -1.073 / -1.072 eV
**<S²>**: 0.78
**Spin multiplicity**: 2

The geometry in XYZ format:
```
53
Properties=species:S:1:pos:R:3:forces:R:3:mulliken_charge:R:1
Ti 0.4853 -1.0899 0.0598 -0.8757 -0.5928 -1.5072 0.64
Br 3.4533 -4.0698 2.5649 0.0554 0.0218 -0.0298 -0.16
C 1.6020 -3.7681 2.7350 0.1456 -0.1060 0.1761 -0.12
C 0.8577 -4.5588 3.6051 -0.0320 0.0065 0.0041 -0.50
C -0.4947 -4.3416 3.7269 0.0473 -0.0653 0.0649 0.12
Br -1.4579 -5.4383 4.9351 -0.0259 -0.0399 0.0359 -0.24
C -1.1712 -3.3545 2.9895 -0.3078 0.0269 0.0187 0.58
C -2.5817 -3.1085 3.0398 0.2186 0.0204 -0.0462 -1.04
C -3.1246 -2.1460 2.1899 -0.1704 -0.1413 0.1395 -0.62
C -2.3439 -1.4174 1.3392 0.5966 -0.0906 -0.0933 -0.62
N -0.9650 -1.5667 1.3007 -0.0865 -0.2838 0.5629 0.13
C -0.3864 -2.5687 2.1279 -0.3683 0.3578 -0.1998 0.31
C 1.0022 -2.7626 2.0115 0.2956 0.4656 -0.4644 0.89
O 1.7065 -1.9455 1.1496 -0.1514 -0.8200 0.7446 -0.94
H 1.3450 -5.3349 4.1764 -0.0057 -0.0001 0.0045 0.42
H -3.2050 -3.6839 3.7046 -0.0038 -0.0119 -0.0006 0.35
H -4.1934 -1.9738 2.1810 0.0172 -0.0053 0.0127 0.37
H -2.7677 -0.7092 0.6425 0.0150 0.0547 -0.0363 0.48
N 0.0902 -1.6952 -1.5009 0.5540 -0.9139 0.1785 -0.49
C 0.1928 -2.8544 -2.3061 -0.1717 0.8080 0.3827 0.12
C 0.5302 -4.0880 -1.7483 0.0587 -0.2857 0.1265 0.09
C 0.6371 -5.2212 -2.5400 -0.0212 0.0690 -0.0334 -0.71
C 0.4115 -5.1500 -3.9101 0.0031 0.0404 0.0810 -0.43
C 0.0724 -3.9266 -4.4708 -0.0115 0.0532 0.0449 -0.46
C -0.0393 -2.7936 -3.6759 -0.0660 0.0865 -0.3286 -0.34
H 0.7111 -4.1635 -0.6816 -0.0014 0.0471 0.0041 0.27
H 0.9002 -6.1655 -2.0800 -0.0015 0.0009 -0.0035 0.38
H 0.4965 -6.0350 -4.5270 -0.0016 0.0110 0.0009 0.37
H -0.1120 -3.8501 -5.5355 0.0025 0.0004 0.0087 0.35
H -0.3112 -1.8403 -4.1132 0.0097 -0.0183 -0.0017 0.40
C 2.4246 2.6298 0.1003 -0.0358 0.0156 -0.0080 -1.02
C 2.0483 1.3360 -0.1962 0.1625 0.1760 -0.1024 0.01
N 0.7813 0.9329 -0.0847 0.0569 0.9871 0.2886 0.02
C -0.1564 1.7957 0.3212 0.0545 0.0238 -0.0876 -0.30
C 0.1304 3.1149 0.6300 -0.5455 0.1305 0.0306 -0.20
C 1.4521 3.5181 0.5276 0.3588 0.2394 -0.0150 0.24
C -0.9481 4.0179 1.1153 0.3018 -0.4460 0.0183 -0.66
C -1.1739 5.2633 0.7257 -0.0222 0.4340 -0.3316 -0.31
C -0.5201 6.0174 -0.3802 -0.2248 -0.1357 0.5320 0.44
C -0.2024 5.4585 -1.6055 0.0440 -0.2035 -0.1980 -0.38
C 0.3680 6.2937 -2.5480 0.0219 0.0801 -0.0374 -0.25
N 0.6095 7.5818 -2.3122 -0.0536 -0.0559 0.1132 -0.57
C 0.2449 8.0217 -1.1106 -0.0524 -0.1279 0.0475 -0.10
N -0.3185 7.3123 -0.1346 0.1855 0.2081 -0.1809 -0.57
H 3.4604 2.9242 0.0136 -0.0109 0.0141 0.0056 0.42
H 2.7704 0.5981 -0.5270 0.0002 -0.0294 0.0241 0.44
H -1.1682 1.4146 0.3935 -0.0074 -0.0458 0.0644 0.56
H 1.7229 4.5316 0.7973 -0.0141 -0.0053 -0.0139 0.52
H -1.5819 3.6103 1.8958 0.0471 -0.0251 0.0165 0.47
H -1.9252 5.8376 1.2559 -0.0158 0.0012 -0.0496 0.38
H -0.4106 4.4216 -1.8335 0.0186 0.0255 0.0382 0.44
H 0.6342 5.9190 -3.5303 0.0113 0.0234 0.0015 0.41
H 0.4185 9.0707 -0.9034 0.0025 0.0206 -0.0021 0.41
```
Forces are in eV/Å.

***

# 3
A structure of composition C19H40Cl16O at a distorted geometry, computed with the ωB97M-V functional and the def2-TZVPD basis.

Computed properties:
**Charge**: 0
**LUMO energy**: 0.112 eV
**Spin multiplicity**: 1

The geometry in XYZ format:
```
76
Properties=species:S:1:pos:R:3:forces:R:3:mulliken_charge:R:1
Cl -6.1904 -1.0360 -0.1653 0.9828 -0.3045 0.6433 -0.21
C -4.4171 -1.4653 0.1352 -1.5071 0.5582 -0.8504 -0.66
C -3.6066 -0.2501 0.5625 -4.8613 -0.4606 2.9534 -0.23
Cl -4.0787 0.0401 2.2536 -1.0537 0.7695 0.5112 -0.20
H -4.0835 -1.8145 -0.8419 -1.3605 0.1086 0.4647 0.42
H -4.2234 -2.2090 0.9082 -1.0610 -0.0661 -0.4427 0.33
H -3.8658 0.5637 -0.1148 -0.5579 0.3629 1.4196 0.81
H -2.5442 -0.4931 0.5820 -2.8201 0.4077 3.3481 -1.43
Cl 2.8388 0.8967 2.4400 -0.0404 0.1432 1.2244 -0.15
C 2.5287 2.4528 1.6599 0.3340 2.1213 0.0035 1.73
C 1.7732 3.5556 2.4874 1.7317 -0.9225 -0.5878 -0.08
Cl 2.8738 4.1223 3.7384 0.3159 0.3774 0.7342 -0.24
H 2.0601 2.3485 0.6813 -0.0027 -0.2440 0.5745 -2.07
H 3.5339 2.7930 1.4111 -0.0280 0.2979 0.2031 0.65
H 0.8618 3.1887 2.9595 1.6235 0.4041 -0.6066 -0.33
H 1.4666 4.4003 1.8705 0.9068 -0.0369 0.1806 0.58
Cl -2.4488 3.3711 -1.4383 -0.9334 0.6154 -1.0551 -0.12
C -1.8195 2.1703 -2.5694 1.5997 -1.0179 0.8761 -0.35
C -1.0446 1.1243 -1.7418 -1.2186 -0.1886 -1.2069 0.90
Cl -2.0483 0.0378 -0.8505 2.1304 17.3083 -8.9481 0.19
H -1.0283 2.6173 -3.1713 -0.4728 0.3796 -0.3356 0.41
H -2.5977 1.7099 -3.1781 0.0130 0.2570 0.1085 0.49
H -0.3657 1.5327 -0.9931 -1.6655 -1.3290 -0.3678 -1.12
H -0.4555 0.5061 -2.4192 -0.9469 1.0172 1.1374 -0.19
Cl -0.1572 3.3883 0.7447 -5.2908 1.0668 4.8167 -0.03
C -1.7646 2.9528 1.4637 -0.0494 -0.7458 1.0602 -0.16
C -1.5205 1.8521 2.5027 -0.3825 1.9127 0.8038 0.99
Cl -0.5399 2.5573 3.8542 -2.1736 -1.0061 1.5340 -0.30
H -2.4178 2.5810 0.6743 0.3485 -0.0767 0.1518 -0.16
H -2.2018 3.8830 1.8267 0.0704 -0.1889 0.3105 0.47
H -0.9001 1.0416 2.1204 -1.5358 2.6440 0.8955 -1.00
H -2.4216 1.4214 2.9394 0.2255 0.5896 -0.0935 0.48
Cl 3.2220 -2.3218 -0.0103 2.3755 -4.2378 2.7148 -0.26
C 1.8805 -3.5294 0.1946 1.2583 -1.1495 0.9718 0.23
C 1.6222 -3.6696 1.7325 0.5052 0.6976 -0.3465 -0.05
Cl 0.0820 -4.4640 2.1390 2.3081 -0.5270 0.8443 -0.26
H 2.2812 -4.4874 -0.1367 -0.1873 0.1722 -0.3934 0.61
H 1.1260 -3.0851 -0.4546 -0.1229 -0.8071 0.5313 -0.24
H 1.5944 -2.6470 2.1088 -0.0466 -0.8285 0.7470 0.33
H 2.4233 -4.1520 2.2924 0.0184 -0.3169 -0.5300 0.51
Cl 0.7137 2.8729 -1.0943 5.3749 2.0878 -5.2906 0.33
C 1.7994 2.7879 -2.4711 1.2102 -0.4861 -1.0701 -0.88
C 3.2139 2.3267 -1.9954 0.3084 1.4250 -1.1142 -0.76
Cl 3.2396 0.8200 -1.0775 8.9797 8.7830 -1.5477 -0.06
H 1.7411 3.7743 -2.9312 0.8896 0.3820 0.4398 0.65
H 1.4435 2.2127 -3.3258 -0.1108 -0.6639 0.5778 0.18
H 3.6185 3.0500 -1.2874 0.0836 0.2487 -0.3977 0.38
H 3.8606 2.2098 -2.8650 0.1090 0.2926 0.0283 0.56
Cl -2.6339 -2.5781 2.3883 0.2360 -1.0950 0.2728 -0.11
C -2.2894 -3.7413 1.0618 -0.2057 -1.3395 -0.0061 -1.38
C -1.3294 -3.1493 0.0865 -2.3494 -4.2481 1.6644 0.89
Cl -2.1040 -1.7800 -0.6663 -5.5282 -17.5233 -2.2658 -0.40
H -3.2088 -4.0520 0.5654 -0.1941 0.0733 0.3703 0.53
H -1.7909 -4.5890 1.5319 -1.3789 0.0402 -0.2608 0.79
H -1.0808 -3.8192 -0.7366 0.2025 -0.4720 0.3559 0.49
H -0.4278 -2.7665 0.5647 -1.6037 -1.2975 0.3401 -0.60
Cl 3.2894 -1.8725 -3.8716 0.3231 -0.3219 -0.4492 -0.25
C 2.4394 -1.1267 -2.4715 -1.3789 -1.7188 -2.9764 1.22
C 0.9571 -1.2170 -2.7029 0.1200 0.1551 -1.6072 1.13
Cl 0.4361 0.0609 -3.8374 1.3254 -1.0653 -3.6086 -0.40
H 2.8321 -0.1101 -2.4479 -0.8367 -2.0005 -1.1048 -0.59
H 2.6984 -1.7909 -1.6470 -0.2179 1.1270 -1.2324 -0.61
H 0.3095 -1.0619 -1.8399 1.1147 0.3222 -0.9312 -1.23
H 0.6845 -2.1981 -3.0918 -0.0391 0.0781 -0.4022 0.84
C 1.7604 -0.0646 -0.0481 -5.0037 -1.1074 2.7072 -0.11
C 0.7075 -0.9831 0.5705 -1.5387 0.7591 -0.4021 2.34
C -0.4577 -0.2514 1.3155 2.2559 -0.9828 -0.5942 -0.80
O 0.0587 -1.6653 -0.5309 9.0060 2.5988 1.5852 -1.15
H 1.5838 0.2582 -1.0741 -2.8855 -1.2220 1.2639 -1.02
H 2.7242 -0.5669 -0.1316 -1.8088 0.1635 1.3684 0.28
H 1.8628 0.8595 0.5210 -0.8996 -1.3873 -0.4257 -0.84
H 1.1611 -1.6887 1.2665 -0.5222 0.8643 -0.6384 0.29
H -0.1213 0.1131 2.2861 1.0410 -1.1674 -0.2396 0.87
H -1.3799 -0.7973 1.5142 0.8638 -0.6678 0.4960 -1.13
H -0.8562 0.5513 0.6950 1.4131 0.0494 0.4811 0.26
H -0.8823 -1.5114 -0.4194 3.2166 1.5596 0.6138 -0.01
```
Forces are in eV/Å.

***

Question: What is the formula in the second record?
Answer: C26H18Br2N5OTi

***

Question: Number 1 is which compound?
Answer: C6H8ClNO

***

Question: Number 3 is which compound?
Answer: C19H40Cl16O